# 1
{"formula": "C59H67BBr2F8IN7O8", "method": "wB97M-V/def2-TZVPD", "spin_multiplicity": 1, "largest_force_ev_per_a": 1.1, "lumo_ev": 0.456, "e_homo_ev": -8.994, "energy_ha": -9543.21871, "smiles": "CC(=O)OCC[C@]1(CB(O)O)OC(=O)[C@@](CC=O)([C@@H](Br)[C@@H](C)Br)[C@]1(CCCI)CCOCC(F)(F)C(F)(F)C(F)(F)C(F)F.c1ccncc1.c1ccncc1.c1ccncc1.c1ccncc1.c1ccncc1.c1ccncc1.c1ccncc1", "elements": ["C", "C", "O", "O", "C", "C", "C", "C", "B", "O", "O", "O", "C", "O", "C", "C", "C", "O", "C", "Br", "C", "C", "Br", "C", "C", "C", "C", "I", "C", "C", "O", "C", "C", "F", "F", "C", "F", "F", "C", "F", "F", "C", "F", "F", "H", "H", "H", "H", "H", "H", "H", "H", "H", "H", "H", "H", "H", "H", "H", "H", "H", "H", "H", "H", "H", "H", "H", "H", "H", "H", "H", "H", "H", "H", "H", "H", "C", "C", "C", "N", "C", "C", "H", "H", "H", "H", "H", "C", "C", "C", "N", "C", "C", "H", "H", "H", "H", "H", "C", "C", "C", "N", "C", "C", "H", "H", "H", "H", "H", "C", "C", "C", "N", "C", "C", "H", "H", "H", "H", "H", "C", "C", "C", "N", "C", "C", "H", "H", "H", "H", "H", "C", "C", "C", "N", "C", "C", "H", "H", "H", "H", "H", "C", "C", "C", "N", "C", "C", "H", "H", "H", "H", "H"], "xyz": [[-4.52436, -5.83054, 2.52462], [-3.73830, -4.57882, 2.77532], [-4.01290, -3.72586, 3.57233], [-2.65386, -4.51565, 1.98256], [-1.71444, -3.47832, 2.28229], [-2.10771, -2.13815, 1.66502], [-1.70174, -1.90582, 0.19053], [-2.84078, -1.11395, -0.47428], [-3.95474, -2.10386, -1.01526], [-4.29703, -2.08536, -2.33596], [-4.58273, -3.02332, -0.19128], [-1.75159, -3.24270, -0.39488], [-0.55879, -3.74954, -0.68533], [-0.41414, -4.90359, -0.95416], [0.52027, -2.68399, -0.69785], [1.63793, -3.23522, 0.22949], [2.96012, -2.51034, 0.24069], [3.55063, -2.23710, 1.24695], [1.03956, -2.58277, -2.18476], [2.30612, -4.02884, -2.67550], [0.03730, -2.56537, -3.38265], [-1.46334, -2.58629, -3.19397], [0.46730, -1.02365, -4.54388], [-0.20397, -1.39059, -0.09084], [-0.15459, -0.19982, -1.07697], [1.23598, 0.43555, -1.31544], [1.27688, 1.95330, -1.11538], [2.40925, 2.91942, -2.65282], [0.43259, -0.91847, 1.24485], [-0.19923, 0.33004, 1.87683], [0.74272, 1.39382, 1.91758], [0.11061, 2.63348, 2.04671], [1.12788, 3.74061, 2.30641], [2.26309, 3.59893, 1.60217], [0.52291, 4.89066, 1.89349], [1.49865, 3.99776, 3.78928], [2.22292, 5.13010, 3.84165], [0.34136, 4.22910, 4.46722], [2.28779, 2.86290, 4.53597], [3.27312, 3.44511, 5.25774], [2.86251, 2.03302, 3.65576], [1.44300, 2.06604, 5.54783], [2.16188, 0.98190, 5.89519], [0.29538, 1.62965, 4.97342], [-4.55373, -6.04723, 1.45635], [-5.53931, -5.68916, 2.88930], [-4.04562, -6.67017, 3.03029], [-0.75160, -3.85705, 1.93611], [-1.65251, -3.35892, 3.36555], [-3.19468, -2.08555, 1.72130], [-1.75062, -1.36020, 2.33211], [-3.30983, -0.47075, 0.28007], [-2.52732, -0.45882, -1.28344], [-4.63959, -2.96030, -2.59067], [-5.53414, -2.90334, -0.11926], [1.29468, -3.30786, 1.25987], [1.83583, -4.26292, -0.08398], [3.39896, -2.25373, -0.74082], [1.69005, -1.71990, -2.24831], [0.27413, -3.38920, -4.04058], [-1.90706, -2.65291, -4.18621], [-1.88951, -1.71456, -2.70138], [-1.79909, -3.48188, -2.66732], [-0.51869, -0.52937, -2.05169], [-0.86898, 0.56909, -0.77628], [1.50432, 0.24339, -2.35500], [2.02864, -0.02286, -0.72031], [1.80278, 2.21693, -0.20819], [0.28720, 2.40258, -1.15107], [0.39355, -1.70720, 1.99338], [1.49236, -0.70286, 1.12624], [-0.48117, 0.10848, 2.91459], [-1.11940, 0.65392, 1.37227], [-0.45057, 2.90905, 1.14416], [-0.59731, 2.63569, 2.88554], [1.24749, 2.64747, 6.44958], [-1.41785, -6.60598, -7.81944], [-0.30624, -6.15268, -7.12770], [-0.48952, -5.20589, -6.13154], [-1.67680, -4.70180, -5.79846], [-2.73502, -5.14940, -6.47057], [-2.66088, -6.09411, -7.48307], [-1.31749, -7.34440, -8.60443], [0.68511, -6.52265, -7.35050], [0.36256, -4.83827, -5.56946], [-3.69263, -4.72761, -6.18363], [-3.55852, -6.41705, -7.99256], [-3.21379, 6.03384, 5.25067], [-2.29836, 6.17951, 4.22112], [-2.44464, 5.38752, 3.09227], [-3.41007, 4.48111, 2.94658], [-4.28117, 4.34929, 3.94563], [-4.22895, 5.10044, 5.11000], [-3.13692, 6.63523, 6.14737], [-1.48497, 6.88938, 4.28536], [-1.74973, 5.47840, 2.26591], [-5.05674, 3.60428, 3.80557], [-4.96601, 4.95113, 5.88714], [6.74798, 2.52333, -7.00971], [6.12552, 3.37890, -6.11376], [5.22356, 2.84139, -5.20782], [4.91705, 1.54823, -5.15035], [5.52165, 0.73782, -6.01519], [6.44134, 1.17312, -6.95939], [7.46026, 2.90232, -7.73130], [6.33132, 4.44069, -6.11420], [4.71843, 3.48174, -4.49097], [5.25657, -0.31174, -5.94767], [6.90355, 0.46679, -7.63543], [-4.26647, 7.06454, -1.55115], [-4.00553, 6.43899, -0.34283], [-4.30559, 5.09002, -0.21099], [-4.83771, 4.36065, -1.19305], [-5.08449, 4.97410, -2.34790], [-4.81817, 6.31611, -2.57832], [-4.04406, 8.11481, -1.69074], [-3.57638, 6.98209, 0.48916], [-4.10829, 4.57317, 0.72125], [-5.51711, 4.35926, -3.13000], [-5.03854, 6.75871, -3.54029], [7.57711, 1.74695, -1.27488], [7.39117, 2.00100, -2.62485], [8.50680, 2.27867, -3.40067], [9.74897, 2.31973, -2.92246], [9.91028, 2.07663, -1.62371], [8.86334, 1.78528, -0.76128], [6.73219, 1.52350, -0.63572], [6.40230, 1.97596, -3.06105], [8.39857, 2.47733, -4.46223], [10.92996, 2.11682, -1.25570], [9.05601, 1.59367, 0.28566], [1.61403, 4.17158, 11.11877], [2.65281, 4.12286, 10.20332], [2.49577, 3.34384, 9.06704], [1.39787, 2.63560, 8.80767], [0.40751, 2.68946, 9.69638], [0.46604, 3.43933, 10.86108], [1.69778, 4.76879, 12.01748], [3.56851, 4.67557, 10.36188], [3.28786, 3.28249, 8.32787], [-0.47318, 2.10095, 9.46408], [-0.36995, 3.44561, 11.54694], [-3.19515, -7.64066, -2.65363], [-2.92179, -6.85660, -1.54658], [-3.62802, -5.67440, -1.37237], [-4.55625, -5.24774, -2.22908], [-4.80642, -6.01108, -3.29440], [-4.16188, -7.21007, -3.54936], [-2.66120, -8.56738, -2.82072], [-2.16672, -7.14055, -0.82665], [-3.43084, -5.03514, -0.52212], [-5.56334, -5.64077, -3.97829], [-4.40922, -7.78587, -4.43095]], "atomic_forces_ev_per_a": [[-0.2, 0.1, -0.3], [0.1, 0.0, -0.4], [-0.1, 0.2, 0.4], [0.3, -0.3, 0.0], [0.1, 0.2, 0.1], [0.0, -0.2, 0.2], [-0.1, 0.0, -0.2], [-0.1, 0.2, 0.1], [-0.3, -0.3, -0.4], [0.3, 0.0, -0.1], [0.0, 0.5, 1.0], [0.0, 0.2, 0.3], [-0.2, 0.3, 0.0], [0.2, -0.5, -0.1], [0.2, -0.1, 0.3], [-0.1, -0.2, 0.0], [-0.2, 0.1, -0.4], [0.2, 0.0, 0.4], [-0.1, 0.1, 0.0], [0.0, 0.0, 0.1], [-0.2, 0.2, -0.1], [-0.3, -0.1, -0.1], [0.1, 0.0, -0.1], [0.1, 0.2, 0.1], [0.1, -0.2, -0.2], [0.0, 0.1, -0.3], [0.2, -0.2, 0.0], [0.0, 0.1, 0.0], [-0.1, 0.0, 0.1], [-0.1, -0.1, 0.3], [0.1, 0.0, -0.4], [-0.1, -0.1, 0.3], [-0.4, -0.1, 0.1], [0.1, 0.0, -0.1], [0.1, 0.2, 0.0], [0.1, -0.1, 0.1], [0.0, -0.1, -0.1], [0.1, 0.1, 0.0], [-0.1, 0.1, 0.0], [0.1, 0.0, 0.1], [0.0, 0.0, -0.1], [0.2, 0.0, 0.0], [0.1, -0.1, 0.1], [-0.1, 0.0, 0.0], [0.1, 0.0, 0.0], [0.1, -0.1, 0.1], [0.0, 0.0, 0.0], [-0.1, 0.0, -0.1], [-0.1, -0.1, 0.0], [0.0, -0.1, 0.0], [0.0, 0.2, -0.1], [0.1, 0.0, 0.0], [0.0, -0.1, 0.0], [-0.3, 0.1, 0.2], [0.0, -0.3, -0.3], [0.0, 0.1, 0.0], [0.0, 0.0, -0.1], [0.0, 0.0, 0.0], [-0.1, 0.0, 0.0], [0.0, -0.1, 0.1], [0.0, 0.1, 0.0], [0.2, -0.2, -0.1], [0.1, 0.1, -0.2], [0.0, 0.1, 0.2], [0.2, 0.0, 0.2], [0.0, 0.0, 0.1], [-0.1, 0.0, 0.1], [-0.2, 0.1, 0.1], [0.1, 0.0, 0.0], [0.0, -0.1, -0.1], [0.0, 0.1, -0.1], [0.0, 0.1, 0.0], [0.1, 0.0, -0.1], [0.1, 0.0, 0.0], [0.0, 0.0, -0.1], [-0.2, 0.0, -0.1], [0.0, 0.0, 0.0], [0.0, 0.0, 0.0], [0.0, 0.0, 0.0], [0.1, -0.1, -0.1], [0.0, 0.1, 0.0], [0.0, 0.0, 0.0], [0.0, 0.0, 0.0], [0.0, 0.0, 0.0], [0.0, 0.0, 0.0], [0.0, 0.0, 0.0], [0.0, 0.0, 0.0], [0.0, 0.0, 0.0], [0.0, 0.0, 0.0], [0.0, 0.0, 0.0], [0.0, 0.0, 0.1], [0.0, 0.0, 0.0], [0.0, 0.0, 0.0], [0.0, 0.0, 0.0], [0.0, 0.0, 0.0], [0.0, 0.0, 0.0], [0.0, 0.0, 0.0], [0.0, 0.0, 0.0], [0.0, 0.0, 0.0], [0.0, 0.0, 0.0], [-0.1, 0.0, -0.1], [0.0, 0.0, 0.0], [0.0, 0.0, 0.0], [0.0, 0.0, 0.0], [0.0, 0.0, 0.0], [0.0, 0.0, 0.0], [0.1, 0.0, 0.0], [0.0, 0.0, 0.0], [0.0, 0.0, 0.0], [0.0, 0.0, 0.0], [0.0, 0.0, 0.0], [0.0, 0.0, -0.1], [0.0, 0.0, 0.0], [0.0, 0.0, 0.0], [0.0, 0.0, 0.0], [0.0, 0.0, 0.0], [0.0, 0.0, 0.0], [0.0, 0.0, 0.0], [0.0, 0.0, 0.0], [0.0, 0.0, 0.0], [0.0, 0.0, 0.0], [0.0, 0.0, 0.1], [0.0, 0.0, -0.1], [0.0, 0.0, 0.0], [0.0, 0.0, 0.0], [0.0, 0.0, 0.0], [0.0, 0.0, 0.0], [0.0, 0.0, 0.0], [0.0, 0.0, 0.0], [0.0, 0.0, 0.0], [0.0, 0.0, 0.0], [0.0, 0.0, 0.0], [0.0, 0.0, 0.0], [0.0, 0.0, 0.0], [0.0, 0.1, 0.0], [0.0, 0.0, 0.0], [0.0, 0.0, 0.0], [0.0, 0.0, 0.0], [0.0, 0.0, 0.0], [0.0, 0.0, 0.0], [0.0, 0.0, 0.0], [0.0, 0.0, 0.0], [0.0, 0.0, 0.0], [0.0, -0.1, 0.0], [0.0, 0.0, 0.0], [0.0, 0.1, -0.3], [0.0, 0.0, 0.0], [0.0, 0.0, 0.0], [0.0, 0.0, 0.0], [0.0, 0.0, 0.0], [0.0, 0.0, 0.0], [0.0, 0.0, 0.0], [0.0, 0.0, 0.0]], "lowdin_charge": [0.04, -0.54, 0.11, 0.00, -0.12, -0.06, -0.27, 0.01, -0.67, 0.17, 0.14, 0.03, -0.49, 0.15, -0.24, -0.13, -0.28, 0.08, -0.55, 0.82, -0.71, -0.14, 0.76, -0.19, -0.13, -0.29, -0.63, 0.84, -0.08, -0.17, -0.12, -0.12, -0.41, 0.14, 0.11, -0.33, 0.15, 0.12, -0.36, 0.13, 0.16, -0.30, 0.11, 0.09, 0.08, 0.09, 0.10, 0.12, 0.14, 0.12, 0.11, 0.13, 0.10, 0.09, 0.12, 0.12, 0.10, 0.10, 0.03, -0.01, 0.07, 0.05, 0.09, 0.06, 0.11, 0.00, 0.11, 0.01, 0.04, 0.11, 0.11, 0.13, 0.13, 0.14, 0.14, 0.14, -0.08, -0.06, -0.14, 0.08, -0.15, -0.07, 0.11, 0.10, 0.09, 0.10, 0.10, -0.07, -0.07, -0.16, 0.05, -0.14, -0.07, 0.11, 0.11, 0.10, 0.11, 0.10, -0.09, -0.08, -0.20, 0.05, -0.15, -0.07, 0.11, 0.11, 0.04, 0.11, 0.10, -0.08, -0.07, -0.15, 0.05, -0.16, -0.08, 0.10, 0.09, 0.07, 0.10, 0.10, -0.07, -0.06, -0.15, 0.05, -0.16, -0.08, 0.11, 0.07, 0.09, 0.10, 0.10, -0.08, -0.07, -0.14, 0.05, -0.14, -0.07, 0.11, 0.10, 0.11, 0.11, 0.10, -0.07, -0.05, -0.14, 0.07, -0.15, -0.08, 0.11, 0.11, 0.08, 0.10, 0.10]}

# 2
{"formula": "C4H5N3", "method": "wB97M-V/def2-TZVPD", "spin_multiplicity": 1, "largest_force_ev_per_a": 1.2, "lumo_ev": 0.345, "relative_energy_ev": 2.550, "e_homo_ev": -10.139, "energy_ha": -319.61849, "smiles": "[H]/N=C/C/N=C\\C#N", "elements": ["H", "N", "C", "C", "N", "C", "C", "N", "H", "H", "H", "H"], "xyz": [[1.34985, 1.83491, -0.88214], [0.59489, 1.25091, -0.54505], [0.38092, 0.19709, -1.20754], [-0.64319, -0.81828, -0.67968], [-1.42590, -0.13193, 0.31911], [-0.76866, 0.31188, 1.31111], [0.56574, -0.16070, 1.69503], [1.58739, -0.63791, 1.96010], [0.92526, -0.07765, -2.11557], [-1.29285, -1.18331, -1.48315], [-0.07515, -1.68357, -0.29851], [-1.19830, 1.09856, 1.92627]], "atomic_forces_ev_per_a": [[0.1, 0.0, -0.4], [0.2, -0.2, -0.4], [0.1, 0.2, 0.2], [0.0, 0.0, -0.1], [0.3, 0.2, 0.3], [-0.3, -0.1, 0.0], [0.8, -0.5, 0.2], [-1.0, 0.5, -0.1], [-0.1, 0.0, 0.0], [0.2, 0.1, 0.1], [0.0, 0.2, 0.0], [-0.1, -0.3, 0.2]], "lowdin_charge": [0.07, 0.10, -0.19, -0.22, 0.03, -0.19, -0.22, 0.16, 0.12, 0.11, 0.12, 0.11]}

# 3
{"formula": "C4H7NO", "method": "wB97M-V/def2-TZVPD", "spin_multiplicity": 1, "largest_force_ev_per_a": 0.4, "lumo_ev": 1.021, "relative_energy_ev": 1.036, "e_homo_ev": -9.625, "energy_ha": -286.59357, "smiles": "C[C@H]1COC=N1", "elements": ["C", "C", "C", "O", "C", "N", "H", "H", "H", "H", "H", "H", "H"], "xyz": [[-1.39694, -0.75618, 0.28163], [-0.30319, -0.08745, -0.55220], [0.26584, 1.22422, 0.04243], [1.56591, 0.84494, 0.53693], [1.78443, -0.38938, 0.02797], [0.87090, -0.97750, -0.62132], [-1.84808, -1.57812, -0.28557], [-2.18031, -0.03823, 0.55873], [-0.95942, -1.18072, 1.19378], [-0.67529, 0.09890, -1.56527], [-0.31394, 1.63695, 0.87509], [0.41823, 1.99899, -0.72054], [2.77187, -0.79642, 0.22834]], "atomic_forces_ev_per_a": [[0.0, 0.0, 0.0], [-0.2, 0.2, -0.1], [-0.1, 0.1, 0.0], [0.1, -0.1, 0.0], [0.0, -0.3, -0.2], [0.3, 0.3, 0.2], [0.1, 0.2, 0.1], [0.1, -0.2, -0.1], [-0.1, 0.2, -0.1], [0.0, -0.1, 0.1], [0.1, -0.1, -0.2], [-0.1, -0.2, 0.2], [-0.1, 0.1, 0.0]], "lowdin_charge": [-0.06, -0.37, -0.12, -0.05, -0.23, 0.09, 0.08, 0.08, 0.08, 0.13, 0.12, 0.12, 0.13]}

# 4
{"formula": "C12H24F6O12PTi", "method": "wB97M-V/def2-TZVPD", "spin_multiplicity": 4, "largest_force_ev_per_a": 3.0, "lumo_ev": [0.394, 0.343], "e_homo_ev": [-3.712, -11.017], "energy_ha": -3164.69573, "elements": ["Ti", "P", "F", "F", "F", "F", "F", "F", "C", "O", "C", "O", "O", "C", "H", "H", "H", "H", "H", "H", "C", "O", "C", "O", "O", "C", "H", "H", "H", "H", "H", "H", "C", "O", "C", "O", "O", "C", "H", "H", "H", "H", "H", "H", "C", "O", "C", "O", "O", "C", "H", "H", "H", "H", "H", "H"], "xyz": [[-0.12451, -0.43427, -0.38775], [1.00636, -2.27276, -2.70549], [1.03213, -2.40918, -4.32573], [1.69606, -3.75933, -2.62250], [2.47391, -1.56843, -2.61739], [1.12250, -2.19138, -1.08529], [0.26280, -0.79072, -2.66356], [-0.50290, -2.89424, -2.54094], [-0.17418, 2.33883, -3.30986], [-1.44840, 2.78151, -2.91897], [-2.02811, 2.31659, -1.83444], [-1.50408, 1.60517, -0.95729], [-3.20629, 2.89601, -1.74297], [-4.12179, 2.66588, -0.71333], [0.68791, 2.55693, -2.67951], [0.02076, 2.77960, -4.28752], [-0.12461, 1.25959, -3.45437], [-4.58327, 1.69408, -0.88868], [-4.95908, 3.36376, -0.71710], [-3.64369, 2.65537, 0.26616], [-4.06531, -1.19350, -2.05206], [-4.15206, -0.69713, -0.73028], [-3.23963, -0.73847, 0.16165], [-2.17112, -1.29730, 0.05521], [-3.67050, -0.10759, 1.20948], [-2.91319, -0.23375, 2.41646], [-4.96980, -0.73981, -2.45725], [-4.10219, -2.28254, -2.07891], [-3.23004, -0.72545, -2.57298], [-2.81672, -1.27489, 2.72442], [-3.33094, 0.34586, 3.23964], [-1.92402, 0.21031, 2.30491], [1.01405, -3.25530, 2.73249], [1.52922, -2.07735, 3.26378], [1.28131, -0.84843, 2.84977], [0.65197, -0.52374, 1.82223], [1.86796, 0.08963, 3.69214], [2.86439, -0.34355, 4.68932], [1.83368, -3.75571, 2.21686], [0.23891, -3.00996, 2.00650], [0.47896, -3.85217, 3.47110], [2.45070, -1.01001, 5.44615], [3.25724, 0.49136, 5.26959], [3.75044, -0.79854, 4.24662], [2.47249, 3.47656, -0.37784], [3.21152, 2.38648, 0.14324], [2.88708, 1.15410, -0.10316], [1.92638, 0.72545, -0.72271], [3.87700, 0.46349, 0.45414], [4.01382, -0.87265, 0.19464], [2.90768, 3.63262, -1.36493], [2.46374, 4.43442, 0.14228], [1.43578, 3.15610, -0.48098], [4.31623, -0.94869, -0.84980], [3.10143, -1.42621, 0.41649], [4.87199, -1.14663, 0.80832]], "atomic_forces_ev_per_a": [[0.5, 0.7, 0.2], [1.0, -2.0, -0.3], [-0.5, 1.0, 1.4], [-0.6, 0.8, 0.0], [-0.4, 0.1, -1.5], [-0.8, -0.3, 1.6], [0.3, 0.0, -0.7], [1.0, 0.1, -0.6], [1.3, -1.1, -1.0], [-0.4, 0.3, 0.0], [1.3, -0.5, 2.5], [-1.0, 0.5, -1.6], [-0.2, 1.0, -1.3], [-0.6, -1.4, 1.0], [-0.5, 0.4, 0.6], [-0.2, 0.2, 0.1], [-0.4, 0.0, 0.1], [0.1, -0.1, 0.3], [0.6, 0.5, -0.4], [0.0, 0.0, -0.1], [-0.2, 0.7, -0.3], [-2.1, 0.5, -0.5], [1.6, -0.9, 0.0], [0.4, -0.2, 0.0], [-0.7, 0.9, 2.0], [1.0, 0.2, 0.4], [0.0, -0.5, -0.4], [0.3, 0.2, -0.1], [0.3, -0.5, 0.1], [-0.1, 0.0, -0.2], [-0.8, -0.1, -0.5], [0.2, -0.3, -0.4], [-1.2, -0.2, -1.8], [0.8, 1.0, 1.7], [-0.4, 1.3, -1.3], [1.4, -0.6, 2.6], [0.1, -1.0, -0.5], [-0.2, -0.2, 0.0], [-0.2, -0.4, 0.2], [0.1, 0.0, -0.4], [0.7, 0.0, 0.4], [-0.3, -0.2, -0.4], [-0.6, 0.6, -0.6], [-0.3, -0.2, -0.4], [-1.0, -0.6, -1.6], [0.4, 2.2, 1.2], [-0.3, -1.1, -0.4], [0.7, 0.5, 0.6], [-0.7, 2.0, 0.7], [0.6, -1.4, -0.7], [-0.3, 0.3, -0.2], [0.7, -0.6, 0.8], [-0.1, 0.1, -0.1], [-0.3, -0.7, -0.1], [0.1, -0.2, -0.1], [-0.3, -0.5, 0.1]], "lowdin_charge": [0.67, 0.25, -0.14, -0.16, -0.16, -0.22, -0.21, -0.16, -0.03, 0.04, -0.55, 0.05, 0.03, -0.03, 0.08, 0.10, 0.09, 0.09, 0.10, 0.10, 0.01, 0.01, -0.67, 0.04, 0.03, -0.01, 0.10, 0.11, 0.10, 0.11, 0.10, 0.08, -0.02, -0.02, -0.50, 0.00, -0.01, -0.03, 0.11, 0.09, 0.10, 0.09, 0.09, 0.09, -0.02, 0.04, -0.57, 0.06, 0.01, -0.05, 0.10, 0.10, 0.08, 0.11, 0.09, 0.10]}